6 unconnected molecules or ions with the total composition C26H39BN6O5 at a distorted geometry. Source: the OMol25 dataset; level of theory: the ωB97M-V functional and the def2-TZVPD basis.

Properties
molar mass	526.4	g/mol
LUMO energy	0.033	eV
SMILES	C[C@@H](O)COC(=O)OB(O)N(C)C.c1cc[nH]c1.c1cc[nH]c1.c1cc[nH]c1.c1cc[nH]c1.c1cc[nH]c1
HOMO energy	-8.19	eV
calculated total energy	-47450.51001	eV

```
! RIJCOSX wB97M-V def2-TZVPD def2/J DEFGRID3
* xyz 0 1
C -2.281 -0.471 -0.077
C -1.480 -0.999 -1.267
O -0.288 -0.252 -1.446
C -1.171 -2.514 -1.088
O 0.234 -2.747 -1.113
C 0.779 -3.280 -0.020
O 0.242 -4.014 0.736
O 2.060 -2.896 0.065
B 2.434 -1.640 0.550
O 3.776 -1.354 0.426
N 1.458 -0.764 1.155
C 1.860 0.631 1.326
C 0.735 -1.318 2.330
H -1.906 -0.921 0.849
H -3.352 -0.676 -0.157
H -2.133 0.608 0.011
H -2.059 -0.867 -2.188
H -0.014 0.085 -0.580
H -1.618 -3.108 -1.891
H -1.579 -2.860 -0.134
H 4.009 -0.657 -0.197
H 2.931 0.737 1.538
H 1.325 1.084 2.164
H 1.622 1.239 0.445
H 0.969 -0.714 3.210
H 1.036 -2.345 2.536
H -0.352 -1.323 2.189
C 4.786 4.942 2.600
C 5.325 3.796 3.248
C 5.238 2.747 2.368
N 4.669 3.220 1.217
C 4.390 4.552 1.349
H 4.701 5.935 3.008
H 5.718 3.749 4.251
H 5.530 1.714 2.463
H 4.485 2.672 0.397
H 3.936 5.108 0.547
C 9.803 1.274 5.097
C 10.593 2.237 4.412
C 9.739 3.007 3.666
N 8.469 2.548 3.874
C 8.498 1.493 4.744
H 10.153 0.510 5.772
H 11.663 2.351 4.462
H 9.929 3.839 3.010
H 7.639 2.925 3.448
H 7.593 0.989 5.039
C -5.540 -1.813 -5.081
C -5.814 -1.824 -3.685
C -4.672 -2.234 -3.048
N -3.725 -2.474 -4.005
C -4.243 -2.220 -5.245
H -6.217 -1.537 -5.873
H -6.743 -1.566 -3.202
H -4.459 -2.371 -2.001
H -2.788 -2.790 -3.831
H -3.650 -2.346 -6.134
C -5.570 3.088 -6.446
C -6.952 3.313 -6.196
C -7.382 2.312 -5.365
N -6.317 1.496 -5.105
C -5.210 1.959 -5.759
H -4.918 3.686 -7.061
H -7.559 4.114 -6.583
H -8.352 2.115 -4.941
H -6.333 0.672 -4.530
H -4.267 1.447 -5.680
C -3.281 -3.120 3.536
C -4.546 -2.496 3.349
C -4.944 -2.756 2.066
N -3.971 -3.516 1.474
C -2.950 -3.741 2.361
H -2.685 -3.113 4.433
H -5.098 -1.922 4.074
H -5.830 -2.466 1.529
H -3.995 -3.852 0.528
H -2.085 -4.318 2.077
*
```

***

A molecular structure, C26H39BeBr2CaCl2F15N2O10PS2 at a distorted geometry. Source: the OMol25 dataset; level of theory: the ωB97M-V functional and the def2-TZVPD basis.

Properties
molar mass	1199.5	g/mol
LUMO energy	-8.508	eV
HOMO energy	-10.03	eV
calculated total energy	-306708.64478	eV

```
! RIJCOSX wB97M-V def2-TZVPD def2/J DEFGRID3
* xyz 1 1
C 2.582 -2.687 2.614
C 1.673 -3.340 1.431
O 1.263 -4.687 1.731
C 0.058 -5.065 1.017
C -0.922 -5.687 2.161
O -1.797 -6.703 1.624
C -3.108 -6.159 1.340
C -3.993 -5.932 2.665
O -4.784 -4.694 2.626
C -3.947 -3.559 2.834
S -5.011 -1.994 2.904
N -3.907 -0.761 2.282
N -6.352 -2.231 1.807
C -6.161 -1.683 0.636
S -5.886 -1.295 -1.001
H 3.581 -3.214 2.757
H 2.826 -1.587 2.380
H 2.023 -2.653 3.619
H 0.776 -2.591 1.288
H 2.266 -3.327 0.442
H -0.428 -4.199 0.451
H 0.371 -5.929 0.321
H -1.474 -4.854 2.732
H -0.220 -6.211 2.910
H -3.679 -6.868 0.660
H -2.927 -5.182 0.750
H -3.347 -5.929 3.608
H -4.767 -6.782 2.699
H -3.222 -3.404 1.944
H -3.350 -3.608 3.808
H -3.093 -0.834 2.933
H -3.510 -1.079 1.373
F 0.813 -0.903 0.733
C -9.410 -4.319 1.491
O -9.702 -3.717 2.556
O -8.702 -3.526 0.652
O -9.661 -5.473 1.122
H -8.729 -2.777 1.282
C 5.744 1.821 -1.081
C 5.293 0.693 -0.532
C 3.926 0.608 0.031
O 3.513 -0.417 0.529
C 3.086 1.819 -0.039
C 3.539 2.947 -0.587
C 4.901 3.034 -1.151
O 5.313 4.063 -1.655
H 6.750 1.903 -1.502
H 5.897 -0.205 -0.474
H 2.089 1.738 0.378
H 2.932 3.843 -0.645
Ca -4.811 0.542 -0.156
C 2.993 3.403 -6.990
C 2.187 3.380 -5.674
C 3.002 3.229 -4.389
F 3.695 2.077 -4.340
F 2.178 3.220 -3.306
F 1.231 2.422 -5.759
F 1.518 4.570 -5.599
O 3.082 2.171 -7.720
C 4.090 1.257 -7.341
C 3.520 -0.060 -6.803
F 2.726 0.138 -5.728
F 4.516 -0.887 -6.405
F 4.940 1.852 -6.483
F 4.805 1.008 -8.460
H 2.449 4.069 -7.665
H 3.972 3.875 -6.871
H 3.703 4.060 -4.264
H 2.930 -0.569 -7.568
C 1.449 6.801 0.090
C 0.208 6.162 0.771
O 0.236 4.872 0.493
H 1.427 6.673 -0.996
H 1.466 7.876 0.294
H 2.383 6.379 0.469
H -0.654 6.753 0.416
H 0.269 6.470 1.829
F 3.783 -5.534 4.702
P 2.538 -5.022 5.585
F 1.683 -5.002 4.228
F 3.719 -3.976 5.906
F 2.408 -5.242 7.173
F 2.115 -6.569 5.730
F 1.504 -3.792 5.761
Br 3.983 10.338 -4.643
C 2.569 9.001 -4.745
C 3.139 7.610 -4.879
Br 3.771 7.276 -6.693
H 1.923 9.283 -5.576
H 2.016 9.100 -3.810
H 2.366 6.860 -4.705
H 3.979 7.423 -4.210
Cl -8.122 -0.878 7.656
C -7.320 0.269 6.559
C -7.322 -0.219 5.124
Cl -6.265 -1.644 4.894
H -6.306 0.436 6.926
H -7.867 1.211 6.629
H -6.943 0.565 4.464
H -8.326 -0.487 4.791
Be 8.337 0.849 -1.168
*
```

***

A molecular structure, C26H39ClN3O4Rh at a distorted geometry. Source: the OMol25 dataset; level of theory: the ωB97M-V functional and the def2-TZVPD basis.

Properties
molar mass	596.0	g/mol
LUMO energy (spin up / spin down)	0.552 / 0.067	eV
HOMO energy (spin up / spin down)	-4.33 / -7.84	eV
calculated total energy	-55778.24380	eV

```
! RIJCOSX wB97M-V def2-TZVPD def2/J DEFGRID3
* xyz 0 5
O -0.667 3.432 -0.758
C 0.532 3.521 -0.864
C 1.447 3.287 -2.021
C 1.174 2.483 -3.142
H 0.558 1.609 -3.008
C 1.676 2.869 -4.386
H 1.399 2.287 -5.286
C 2.488 4.017 -4.557
H 2.856 4.318 -5.531
C 2.839 4.749 -3.426
H 3.481 5.639 -3.508
C 2.353 4.396 -2.177
H 2.605 4.980 -1.289
H 1.209 3.912 -0.074
C 1.629 1.967 1.739
C 1.825 1.167 0.506
H 2.507 2.625 1.823
H 1.648 1.249 2.558
H 0.717 2.576 1.845
C 2.955 1.303 -0.177
C 4.279 1.186 0.434
H 3.029 1.508 -1.240
H 4.901 1.982 0.034
H 4.786 0.241 0.243
H 4.289 1.284 1.526
Rh 0.778 -0.316 0.422
Cl 2.411 -1.155 1.787
C 0.488 -3.121 0.679
O -0.222 -2.110 0.917
N 0.083 -4.347 1.044
C -1.101 -4.583 1.851
C 0.909 -5.519 0.812
H 1.462 -3.067 0.165
H -1.705 -3.670 1.957
H -0.788 -4.961 2.840
H -1.682 -5.380 1.363
H 1.678 -5.306 0.064
H 0.262 -6.339 0.469
H 1.384 -5.837 1.756
H -3.314 2.319 -3.727
H -3.503 -0.013 -4.005
C -2.288 2.149 -3.369
C -2.639 -0.285 -3.386
N -2.205 0.896 -2.641
H -1.969 2.959 -2.705
C -2.132 0.872 -1.297
O -1.513 0.011 -0.652
H -2.912 -1.090 -2.701
H -2.684 1.659 -0.785
H -1.622 2.113 -4.245
H -1.836 -0.634 -4.049
H -2.211 0.367 4.858
H -3.822 2.355 3.731
C -1.433 1.057 4.486
C -2.867 2.760 3.324
N -1.875 1.679 3.237
H -0.501 0.504 4.320
C -1.358 1.233 2.070
O -0.431 0.386 2.075
H -3.016 3.165 2.303
H -1.773 1.687 1.155
H -1.291 1.845 5.243
H -2.484 3.546 4.012
C 1.546 -1.856 -4.097
C 0.377 -2.272 -3.457
C 0.042 -1.774 -2.180
C 0.927 -0.906 -1.541
C 2.038 -0.503 -2.216
C 2.411 -0.963 -3.470
H 1.799 -2.237 -5.093
H -0.302 -2.980 -3.952
H -0.868 -2.067 -1.682
H 2.697 0.155 -1.698
H 3.341 -0.613 -3.932
*
```